{"formula": "C5H8OSi", "method": "ωB97M-V with the def2-TZVPD basis set", "symbols": ["C", "C", "C", "C", "C", "O", "Si", "H", "H", "H", "H", "H", "H", "H", "H"], "positions_angstrom": [[-2.2418, 0.1412, 0.0585], [-2.3355, 1.3111, -0.5115], [-0.8864, -0.2751, 0.1091], [-0.1209, 0.7803, -0.4266], [-0.3383, -1.5627, 0.6875], [-1.0867, 1.7004, -0.8817], [3.4205, 0.4978, -0.2368], [-2.9733, -0.6503, 0.4022], [-3.0916, 2.0125, -0.6997], [-0.8444, -1.7682, 1.7129], [-0.6401, -2.3441, -0.0129], [0.7610, -1.4423, 0.6042], [3.1823, 0.6549, 1.1594], [3.6244, 1.7306, -1.1080], [3.5707, -0.7860, -0.8568]], "forces_ev_per_angstrom": [[-1.134, -4.570, 1.826], [1.461, 1.121, -0.906], [2.630, 0.934, -0.174], [-3.625, -0.747, 0.232], [-1.107, 0.760, 0.121], [2.083, 0.740, 0.098], [-1.105, 1.546, -1.397], [0.356, 1.706, -0.378], [-0.871, 0.561, -0.305], [1.488, 0.230, -1.562], [0.119, -0.331, 0.272], [-0.568, -0.520, 0.840], [0.078, 0.003, 0.791], [0.014, -0.848, 0.670], [0.180, -0.583, -0.129]], "energy_ha": -559.8090, "charge": 0, "homo_ev": [-7.592, -8.438], "relative_energy_kj_mol": 557.8}

***

{"formula": "C5H8S", "method": "ωB97M-V with the def2-TZVPD basis set", "symbols": ["C", "C", "C", "C", "C", "H", "H", "H", "H", "H", "H", "H", "H", "S"], "positions_angstrom": [[-0.8755, -0.4088, -1.3624], [-0.8849, -0.7123, 0.2197], [0.5701, -0.2961, 0.4957], [1.3952, 0.6563, 1.2344], [0.4284, 1.1043, 0.1374], [-0.5656, -1.3070, -1.9389], [-1.9252, -0.2808, -1.8605], [-0.9067, -1.8207, 0.6362], [-1.6401, 0.0491, 0.7551], [1.2473, -0.9102, -0.1284], [1.2509, 1.1048, 2.2411], [2.2682, 0.3459, 0.6695], [-0.5486, 1.5368, 0.6021], [0.1864, 0.9387, -1.7009]], "forces_ev_per_angstrom": [[-3.275, -2.943, -0.561], [-0.284, -0.983, 1.850], [-2.684, -2.126, -0.119], [-0.033, 1.076, -0.723], [-0.778, 2.276, -0.666], [0.345, 0.325, 0.594], [1.546, 0.239, 1.414], [-1.144, 1.965, -1.569], [1.489, -2.405, -1.026], [-0.775, 0.352, 0.085], [0.641, -0.525, -0.917], [1.445, 1.095, 1.770], [2.127, -0.544, -0.978], [1.381, 2.200, 0.846]], "energy_ha": -593.3297, "charge": 0, "homo_ev": -8.314, "relative_energy_kj_mol": 416.2}

***

{"formula": "C5H8S", "method": "ωB97M-V with the def2-TZVPD basis set", "symbols": ["C", "C", "C", "C", "C", "H", "H", "H", "H", "H", "H", "H", "H", "S"], "positions_angstrom": [[3.1443, -0.7441, -0.0023], [1.7487, -0.3023, -0.0767], [1.1854, 0.9275, -0.1377], [-0.2947, 1.2423, -0.0392], [-1.1651, 0.1727, 0.5142], [3.3547, -1.5814, -0.6344], [3.4147, -1.1415, 0.9883], [3.9171, 0.0139, -0.2715], [0.9954, -1.0694, 0.1140], [1.7223, 1.8263, -0.2904], [-0.6524, 1.5661, -1.0516], [-0.3866, 2.0169, 0.7089], [-0.8689, -0.1057, 1.5281], [-2.4505, -0.5813, -0.1651]], "forces_ev_per_angstrom": [[1.766, 0.583, 0.138], [-2.185, 1.364, 0.720], [0.206, -1.722, 0.055], [-0.185, -0.631, -1.232], [-0.717, -0.964, -0.301], [-0.150, -0.579, -0.714], [-0.294, 0.368, -0.015], [-0.750, -0.239, 0.276], [0.284, -0.270, -0.187], [1.016, 0.644, -0.131], [0.098, 0.008, 0.997], [-0.080, 0.806, -0.031], [-0.106, -0.110, -0.002], [1.096, 0.743, 0.426]], "energy_ha": -593.4417, "charge": 0, "homo_ev": -8.701, "relative_energy_kj_mol": 122.3}

***

{"formula": "C5H8S", "method": "ωB97M-V with the def2-TZVPD basis set", "symbols": ["C", "C", "C", "C", "C", "S", "H", "H", "H", "H", "H", "H", "H", "H"], "positions_angstrom": [[-2.6241, 1.8360, -0.1319], [-3.0887, 0.6434, -0.0740], [1.8315, 0.1329, 0.3622], [0.7920, -0.5998, 0.6424], [0.1477, -1.4017, -0.4528], [-3.6366, -0.7919, 0.1914], [-3.2021, 2.6814, -0.4612], [-1.5621, 2.0751, 0.3949], [0.2520, -0.5207, 1.4952], [2.3400, -0.1433, -0.5376], [2.2065, 0.9757, 1.1114], [0.7826, -1.8571, -1.2144], [-0.6636, -0.7693, -0.9134], [-0.4521, -2.3364, 0.0015]], "forces_ev_per_angstrom": [[3.091, 1.846, 1.397], [-0.462, -1.316, 0.673], [1.679, 2.181, 2.260], [0.057, -0.701, -3.030], [-2.596, -2.302, 1.080], [0.048, 0.113, -0.335], [-0.058, 0.073, -0.251], [-2.612, -0.731, -1.471], [-1.545, 0.408, 2.653], [0.575, 0.694, -0.486], [-0.491, -2.088, -1.854], [0.216, 0.524, 0.054], [0.872, -0.670, 0.191], [1.224, 1.968, -0.881]], "energy_ha": -593.3808, "charge": 0, "homo_ev": -8.746, "relative_energy_kj_mol": 282.2}

***

{"formula": "C5H8S", "method": "ωB97M-V with the def2-TZVPD basis set", "symbols": ["C", "C", "C", "C", "C", "H", "H", "H", "H", "H", "H", "H", "H", "S"], "positions_angstrom": [[0.9929, 1.6372, 1.3190], [0.2981, 0.7365, 0.2165], [1.0068, 0.3951, -0.8395], [0.4421, -0.9931, -1.2992], [-1.0356, -0.9342, -0.9828], [1.5743, 0.9993, 2.2372], [0.3199, 2.5189, 1.5994], [1.9055, 1.9252, 0.7648], [1.9747, 0.7235, -1.1335], [0.6368, -1.2128, -2.4363], [1.1434, -1.7061, -0.6170], [-1.3893, 0.1142, -1.6335], [-1.7750, -1.8313, -1.0386], [-0.9135, -0.4112, 0.7358]], "forces_ev_per_angstrom": [[0.669, -1.002, 0.099], [2.225, 1.114, 3.853], [-1.870, -2.730, -1.032], [2.841, -0.753, -2.065], [-1.440, 1.497, -0.925], [-2.488, 1.627, -2.218], [1.338, -1.321, 0.147], [-0.544, 0.800, 0.419], [0.387, 0.521, -0.172], [-0.246, 0.260, 2.124], [-2.043, 0.942, -1.583], [0.416, -3.253, 1.692], [1.707, 1.544, -0.361], [-0.952, 0.753, 0.022]], "energy_ha": -593.4005, "charge": 0, "homo_ev": -8.258, "relative_energy_kj_mol": 230.2}

***

{"formula": "C5H8S", "method": "ωB97M-V with the def2-TZVPD basis set", "symbols": ["C", "C", "C", "C", "C", "S", "H", "H", "H", "H", "H", "H", "H", "H"], "positions_angstrom": [[-0.0183, 1.0282, 0.3376], [-1.1026, 0.7894, 1.0583], [1.3281, 0.3378, -1.9476], [-1.0545, 0.1485, 2.4568], [0.9253, -1.0730, -1.8043], [0.9974, 1.5698, -0.8658], [-2.1756, 0.9376, 0.7118], [1.7679, 0.5929, -2.9271], [-0.0295, 0.1585, 2.8736], [-1.2603, -0.9230, 2.3879], [-1.8423, 0.8458, 2.8615], [0.4962, -1.5534, -2.6584], [0.2091, -1.1389, -1.0639], [1.7590, -1.7203, -1.4204]], "forces_ev_per_angstrom": [[0.375, 0.449, -0.820], [0.642, -0.832, -0.741], [0.188, 0.273, -1.014], [-0.048, 1.269, -1.181], [1.604, -0.500, 0.456], [-1.458, -0.967, 0.484], [1.381, 0.116, 0.052], [0.132, 0.534, 1.046], [-0.722, 0.717, 0.076], [-0.880, 0.259, 0.156], [0.894, -1.508, 1.169], [-0.010, -0.021, -0.873], [-1.725, -0.258, 1.688], [-0.373, 0.469, -0.499]], "energy_ha": -593.3342, "charge": 0, "homo_ev": [-7.051, -7.102], "relative_energy_kj_mol": 404.3}

***

{"formula": "C5H8S2", "method": "ωB97M-V with the def2-TZVPD basis set", "symbols": ["C", "C", "C", "C", "C", "H", "H", "H", "H", "H", "H", "H", "H", "S", "S"], "positions_angstrom": [[1.1998, -0.3705, 1.9784], [-0.0558, 0.4013, 1.4565], [-0.3760, 1.5058, 2.0162], [-0.5722, -0.0051, 0.1557], [0.2572, -0.9677, -0.7796], [2.2022, -0.2005, 1.2773], [0.8707, -1.5383, 1.6599], [1.2410, -0.0855, 3.1220], [0.0255, 1.6523, 3.0315], [-1.2153, 2.1783, 1.9422], [-0.4534, -1.4457, -1.4998], [0.5069, -1.7404, -0.2147], [0.6172, 0.2377, -2.4981], [-1.9857, 0.1888, -0.4607], [1.5787, -0.3413, -1.7758]], "forces_ev_per_angstrom": [[-0.665, -1.861, -1.501], [3.164, -2.011, -2.097], [-1.512, 2.513, 4.184], [2.425, -2.043, -1.366], [-2.441, 1.989, -1.398], [-2.605, -0.051, 2.184], [1.358, 2.822, 1.924], [0.600, -1.180, -2.427], [0.455, 0.213, -0.534], [-0.182, -0.082, -1.261], [0.423, 0.743, 0.701], [1.913, -3.426, 2.502], [0.413, 0.436, -0.539], [-3.548, 1.435, -0.382], [0.202, 0.505, 0.011]], "energy_ha": -991.5622, "charge": 0, "homo_ev": -8.517, "relative_energy_kj_mol": 325.7}